1.
{
  "formula": "C23H35BrN2O4ReSe",
  "method": "ωB97M-V/def2-TZVPD",
  "symbols": ["Re", "C", "O", "C", "C", "O", "C", "C", "O", "C", "H", "H", "H", "H", "H", "H", "H", "H", "H", "H", "H", "H", "H", "H", "Br", "C", "C", "C", "C", "C", "C", "H", "H", "H", "H", "C", "N", "C", "N", "O", "H", "H", "H", "H", "H", "H", "C", "C", "C", "C", "C", "C", "Se", "C", "C", "C", "H", "H", "H", "H", "H", "H", "H", "H", "H", "H", "H"],
  "coordinates": [[0.06596, 1.35114, 0.08690], [-0.40967, 0.47695, 3.20654], [0.23576, 1.38797, 2.29854], [1.62320, 1.66788, 2.58569], [2.52586, 0.85174, 1.67941], [2.16481, 1.25513, 0.33864], [2.79588, 0.58109, -0.76958], [2.12719, 1.11195, -2.02703], [0.69457, 0.91426, -1.95820], [0.13956, -0.05234, -2.86796], [-0.33454, 0.87195, 4.21945], [0.03663, -0.51787, 3.16333], [-1.45545, 0.42849, 2.91761], [1.84733, 1.46463, 3.63178], [1.76366, 2.72849, 2.37617], [2.35012, -0.22143, 1.79502], [3.57425, 1.07984, 1.87572], [2.64214, -0.49672, -0.67533], [3.86324, 0.80512, -0.79176], [2.53579, 0.61183, -2.90392], [2.28975, 2.18639, -2.11535], [0.23522, 0.31469, -3.88975], [-0.91058, -0.16342, -2.61165], [0.63870, -1.01707, -2.77177], [0.12072, 8.09005, 0.69702], [0.11597, 6.20843, 0.52094], [1.23258, 5.56417, 0.00839], [1.21857, 4.18515, -0.13065], [0.10010, 3.42822, 0.23529], [-1.00318, 4.10576, 0.76607], [-1.00105, 5.48320, 0.91062], [2.10448, 6.13662, -0.27783], [2.10723, 3.70616, -0.52431], [-1.87500, 3.55133, 1.09474], [-1.85923, 5.99590, 1.32360], [-1.67954, 3.18966, -2.55498], [-2.87618, 2.84323, -1.80540], [-3.00246, 1.96604, -0.80456], [-4.25251, 1.71565, -0.37139], [-2.06822, 1.34488, -0.22167], [-1.78460, 4.20681, -2.92236], [-1.54182, 2.52055, -3.40621], [-0.80698, 3.15258, -1.91222], [-3.73588, 3.22113, -2.16883], [-5.06989, 2.16474, -0.74370], [-4.36023, 1.11409, 0.42583], [-0.17412, -7.72624, 0.14048], [-0.12620, -6.23659, 0.18814], [-1.28033, -5.46539, 0.01292], [-1.25316, -4.08986, 0.04799], [-2.52356, -3.31514, -0.14146], [-0.00218, -3.44410, 0.27188], [0.03989, -1.58248, 0.32715], [1.18462, -4.20698, 0.46390], [2.53900, -3.61258, 0.72414], [1.08736, -5.58121, 0.41573], [-1.17654, -8.09882, -0.05499], [0.17869, -8.14786, 1.08395], [0.49461, -8.10242, -0.63652], [-2.22571, -5.96637, -0.15605], [-3.36395, -3.98506, -0.31210], [-2.44907, -2.63869, -0.99334], [-2.74393, -2.71464, 0.74190], [2.51559, -2.52773, 0.75750], [3.24408, -3.92275, -0.04854], [2.92911, -3.97616, 1.67603], [1.98357, -6.17401, 0.56038]],
  "forces_ev_per_a": [[-0.59, 0.15, 0.10], [-0.18, -0.14, 0.27], [0.01, -0.13, -0.87], [0.26, 0.09, -0.10], [-0.08, -0.05, 0.49], [-0.47, 0.02, -0.09], [0.00, -0.21, -0.47], [0.23, 0.13, 0.11], [-0.01, 0.27, 0.82], [-0.20, -0.22, -0.25], [0.03, 0.07, -0.05], [0.04, 0.04, -0.09], [0.03, -0.01, -0.08], [-0.09, -0.02, 0.02], [-0.02, 0.01, 0.08], [0.02, 0.00, -0.10], [0.00, 0.07, -0.13], [0.01, 0.01, 0.12], [-0.02, 0.08, 0.10], [-0.06, -0.02, -0.03], [-0.03, -0.04, -0.07], [0.05, 0.07, 0.05], [0.02, 0.03, 0.04], [0.05, 0.04, 0.11], [0.00, -0.20, -0.01], [-0.02, 0.20, 0.03], [-0.01, 0.04, 0.01], [-0.03, -0.01, -0.03], [0.22, -0.41, -0.08], [0.04, -0.23, 0.08], [0.03, 0.12, -0.03], [-0.01, 0.00, -0.01], [-0.01, 0.02, 0.00], [-0.03, 0.05, 0.00], [0.00, -0.01, 0.01], [0.08, -0.21, -0.04], [0.02, -0.03, 0.00], [-0.39, 0.08, -0.02], [0.12, -0.06, 0.10], [1.09, 0.05, 0.05], [0.00, 0.02, 0.03], [-0.01, 0.01, -0.01], [-0.03, 0.05, -0.04], [-0.03, 0.02, 0.04], [0.01, 0.02, -0.05], [-0.02, -0.02, 0.00], [0.03, -0.10, -0.01], [0.04, 0.12, 0.02], [-0.05, -0.02, -0.02], [-0.05, 0.01, -0.01], [-0.06, -0.03, 0.01], [0.00, 0.31, -0.07], [-0.02, -0.08, 0.08], [0.08, -0.06, 0.04], [0.04, 0.01, 0.02], [-0.04, 0.00, -0.02], [0.00, 0.01, 0.01], [-0.02, 0.01, 0.01], [-0.01, 0.01, -0.01], [0.01, -0.01, 0.00], [0.05, -0.04, 0.00], [0.00, 0.03, 0.02], [0.00, 0.04, -0.02], [0.00, 0.02, 0.00], [-0.02, 0.00, -0.01], [-0.01, 0.00, -0.01], [0.00, 0.00, 0.00]],
  "mulliken_charge": [2.342, -0.844, -0.293, -0.821, -0.185, -0.509, -0.259, -0.721, -0.344, -1.015, 0.339, 0.345, 0.246, 0.675, 0.178, 0.054, 0.569, 0.092, 0.559, 0.664, 0.200, 0.318, 0.227, 0.476, -0.128, -0.104, -0.684, 0.154, -0.050, -0.208, -0.730, 0.485, 0.092, 0.467, 0.474, -0.530, -0.144, 0.728, -0.492, -0.835, 0.368, 0.246, 0.088, 0.216, 0.161, 0.225, -1.492, 0.703, -1.028, 0.538, -1.501, 0.498, -0.151, 0.757, -1.208, -0.797, 0.359, 0.368, 0.369, 0.336, 0.429, 0.272, 0.313, -0.221, 0.411, 0.425, 0.527],
  "relative_energy_kj_mol": 119.5,
  "multiplicity": 4,
  "lumo_energy_ha": [-0.186, -0.282],
  "e_homo_ev": [-13.11, -13.16],
  "s2": 3.782,
  "gap_ev": [8.054, 5.478],
  "charge": 2
}

***

2.
{
  "formula": "C54H46BrCaN6O2SSb",
  "method": "ωB97M-V/def2-TZVPD",
  "symbols": ["Ca", "C", "N", "C", "C", "C", "C", "C", "C", "C", "N", "C", "C", "C", "C", "C", "C", "N", "C", "C", "H", "H", "H", "H", "H", "H", "H", "H", "H", "H", "H", "H", "H", "H", "H", "H", "H", "H", "H", "H", "Br", "C", "C", "C", "C", "C", "C", "C", "C", "C", "C", "H", "H", "H", "H", "H", "H", "C", "C", "C", "C", "C", "C", "Sb", "C", "C", "C", "C", "C", "C", "C", "C", "C", "C", "C", "C", "H", "H", "H", "H", "H", "H", "H", "H", "H", "H", "H", "H", "H", "H", "H", "N", "C", "H", "O", "C", "N", "C", "O", "C", "C", "C", "C", "C", "C", "H", "H", "H", "H", "S", "C", "N"],
  "coordinates": [[0.35580, 1.28541, -0.52762], [2.45606, 4.08151, 1.79049], [1.48432, 3.19252, 2.40358], [0.64013, 3.89727, 3.33370], [1.93092, 1.90331, 2.76156], [1.84620, 1.44695, 4.07909], [2.21464, 0.15379, 4.43502], [2.66053, -0.71847, 3.45179], [2.75232, -0.28133, 2.13883], [2.43155, 1.02896, 1.75507], [2.50827, 1.45666, 0.43011], [3.62435, 1.16588, -0.29867], [4.87377, 0.78611, 0.26568], [5.99762, 0.54432, -0.49996], [5.96506, 0.69797, -1.88389], [4.77371, 1.12199, -2.45420], [3.62729, 1.34710, -1.70710], [2.42511, 1.83400, -2.38525], [2.09077, 1.03453, -3.56894], [2.59649, 3.23152, -2.77628], [3.13977, 4.50908, 2.54528], [1.92306, 4.90055, 1.30055], [3.03171, 3.54269, 1.04474], [1.20175, 4.34450, 4.17469], [-0.12365, 3.23278, 3.73463], [0.13506, 4.70311, 2.79428], [1.48080, 2.11391, 4.84995], [2.14811, -0.16073, 5.47058], [2.91268, -1.74440, 3.69640], [3.05092, -0.97025, 1.35552], [4.93758, 0.69019, 1.34020], [6.91646, 0.23555, -0.01094], [6.83074, 0.48352, -2.49810], [4.74014, 1.27782, -3.52800], [2.85621, 1.10109, -4.35344], [1.16254, 1.41396, -3.99196], [1.97467, -0.01330, -3.30076], [3.36941, 3.34366, -3.54902], [2.88800, 3.82055, -1.90666], [1.65343, 3.62097, -3.16928], [-1.55332, 1.21005, 2.14252], [-2.51916, 2.79007, 1.69472], [-3.66954, 3.00503, 2.39410], [-4.41619, 4.18175, 2.16113], [-3.97090, 5.09795, 1.25290], [-2.76820, 4.88247, 0.52651], [-2.29699, 5.85377, -0.39336], [-1.11507, 5.64619, -1.04695], [-0.38148, 4.45264, -0.83547], [-0.78087, 3.42343, 0.00156], [-1.99850, 3.69041, 0.71549], [-4.00278, 2.27716, 3.12412], [-5.33152, 4.35137, 2.71689], [-4.52658, 6.01381, 1.06934], [-2.88572, 6.75293, -0.55505], [-0.75121, 6.39239, -1.75003], [0.55076, 4.35042, -1.39515], [-0.64231, -4.70539, 5.87879], [-0.05660, -3.45565, 5.75036], [-0.09012, -2.79088, 4.52225], [-0.70398, -3.35647, 3.40131], [-1.31352, -4.60826, 3.56305], [-1.28173, -5.27807, 4.78024], [-0.70478, -2.25276, 1.46617], [-2.81696, -2.76653, 1.39586], [-3.37970, -3.66965, 0.49550], [-4.74828, -3.93658, 0.50920], [-5.57898, -3.28877, 1.41410], [-5.03164, -2.37766, 2.31128], [-3.66523, -2.12606, 2.30326], [-0.04824, -3.96176, 0.32189], [0.63646, -5.03836, 0.89141], [1.08294, -6.09421, 0.10194], [0.87479, -6.07820, -1.27233], [0.23063, -4.99618, -1.85514], [-0.22549, -3.94755, -1.06582], [-0.60482, -5.23329, 6.82540], [0.43140, -2.99367, 6.60302], [0.36797, -1.81045, 4.43688], [-1.82418, -5.06513, 2.72141], [-1.75735, -6.24839, 4.87544], [-2.75001, -4.17573, -0.22868], [-5.16403, -4.65408, -0.19061], [-6.64486, -3.48558, 1.41619], [-5.67215, -1.85966, 3.01745], [-3.25097, -1.41937, 3.01743], [0.82818, -5.06075, 1.95709], [1.60024, -6.92631, 0.56518], [1.23377, -6.89502, -1.88697], [0.10525, -4.94777, -2.93113], [-0.70439, -3.09771, -1.54521], [-2.11508, -1.07456, -0.82141], [-1.52258, -0.08929, -1.39925], [-2.61365, -1.70887, -1.45015], [-1.08150, 2.18699, -3.03616], [-1.31176, 1.12684, -3.55640], [-1.63289, -0.05836, -2.89801], [-1.75738, -1.11161, -3.81475], [-2.04939, -2.25152, -3.58286], [-1.47955, -0.52840, -5.18139], [-1.43436, -1.13341, -6.41602], [-1.18209, -0.32333, -7.52225], [-0.99383, 1.04647, -7.37262], [-1.03432, 1.63814, -6.11112], [-1.27365, 0.81875, -5.03199], [-1.58037, -2.20313, -6.51105], [-1.11904, -0.76502, -8.50843], [-0.80713, 1.65867, -8.24698], [-0.87884, 2.70177, -5.97377], [2.90812, -2.67427, -2.36590], [1.93239, -1.68697, -1.48274], [1.22863, -0.99407, -0.84794]],
  "forces_ev_per_a": [[0.39, 0.18, 0.02], [-0.09, -0.06, 0.05], [0.14, 0.05, 0.02], [-0.01, -0.03, -0.08], [0.04, -0.01, 0.01], [-0.04, -0.04, -0.03], [0.04, 0.03, -0.10], [-0.02, 0.06, 0.00], [-0.01, -0.05, -0.01], [0.22, 0.12, -0.03], [0.37, -0.10, 0.12], [-0.11, 0.16, 0.20], [-0.02, 0.03, -0.07], [-0.06, 0.06, -0.12], [-0.01, -0.02, 0.17], [-0.03, 0.00, 0.00], [0.02, 0.08, -0.23], [0.00, -0.31, 0.15], [0.03, 0.07, 0.07], [-0.17, 0.00, 0.12], [0.00, 0.02, 0.01], [0.00, -0.01, -0.02], [0.01, -0.02, -0.01], [-0.01, -0.01, 0.03], [0.00, -0.01, 0.01], [0.02, 0.00, 0.02], [0.01, 0.03, -0.03], [-0.04, -0.01, -0.01], [-0.01, 0.00, -0.01], [0.03, 0.04, 0.04], [0.00, -0.06, 0.03], [-0.02, 0.00, 0.02], [0.00, 0.03, 0.01], [-0.04, -0.04, 0.04], [0.02, 0.02, -0.03], [-0.03, 0.04, -0.02], [0.01, 0.00, 0.02], [0.08, 0.00, -0.04], [-0.02, 0.00, 0.02], [0.02, -0.02, 0.00], [0.05, 0.01, -0.20], [0.09, 0.05, 0.00], [-0.16, 0.08, 0.05], [0.05, -0.01, -0.02], [0.08, -0.04, -0.05], [0.02, 0.01, 0.00], [-0.05, -0.05, 0.07], [0.05, -0.09, 0.03], [-0.03, 0.09, 0.05], [-0.31, 0.37, 0.05], [-0.01, 0.10, 0.05], [0.01, 0.05, -0.04], [0.00, -0.01, -0.02], [0.01, -0.03, 0.03], [0.03, -0.03, 0.01], [0.02, -0.02, 0.04], [-0.14, 0.02, 0.01], [-0.04, -0.02, -0.11], [-0.03, 0.07, -0.12], [-0.09, -0.07, -0.08], [0.23, -0.09, 0.01], [0.07, 0.11, 0.08], [0.04, 0.11, 0.00], [-0.56, -0.41, 0.43], [-0.09, 0.04, 0.05], [-0.08, -0.01, 0.13], [0.12, 0.06, 0.05], [0.07, 0.03, 0.00], [0.04, -0.02, -0.04], [0.05, -0.12, -0.08], [0.12, 0.02, -0.16], [-0.09, 0.06, -0.13], [-0.06, 0.10, -0.07], [-0.04, 0.03, 0.14], [-0.04, -0.01, 0.05], [-0.06, 0.01, 0.08], [-0.02, 0.01, 0.00], [-0.01, 0.00, -0.04], [0.03, -0.05, 0.02], [0.02, -0.01, 0.00], [0.01, 0.00, 0.00], [0.00, 0.00, 0.02], [0.01, 0.03, -0.01], [0.00, -0.01, 0.01], [0.02, -0.01, -0.01], [-0.04, -0.01, -0.03], [-0.03, 0.00, 0.02], [0.04, -0.01, 0.00], [0.02, 0.00, -0.01], [-0.01, 0.01, 0.06], [0.06, -0.12, 0.08], [0.37, 0.50, -0.51], [-0.62, -0.86, 0.15], [-0.04, 0.02, 0.02], [0.22, 0.28, 0.05], [-0.18, -0.48, -0.23], [-0.04, 0.02, -0.44], [0.11, 0.72, -0.08], [-0.10, -0.58, 0.10], [-0.13, -0.34, 0.28], [-0.01, -0.16, -0.18], [0.00, -0.10, 0.10], [0.00, 0.10, 0.08], [0.05, 0.18, -0.14], [0.03, 0.33, 0.32], [0.00, 0.05, -0.01], [-0.03, -0.01, -0.02], [0.01, -0.02, 0.02], [0.02, -0.04, 0.00], [-0.07, 0.18, 0.02], [-0.08, -0.01, 0.22], [0.42, -0.23, -0.45]],
  "mulliken_charge": [1.827, -1.073, 1.260, -1.565, 0.037, -0.347, -0.759, -0.784, -0.022, -0.161, 0.170, -0.412, -0.857, -0.823, -1.136, -0.164, 0.171, 1.756, -0.790, -1.524, 0.255, 0.331, 0.035, 0.343, 0.418, 0.306, 0.358, 0.342, 0.383, 0.588, 0.386, 0.362, 0.354, 0.237, 0.407, -0.003, -0.037, 0.378, 0.279, 0.337, 0.167, 0.693, -0.805, -0.620, -0.866, 1.386, -1.136, -0.876, -0.099, 0.570, -0.360, 0.418, 0.367, 0.308, 0.269, 0.406, 0.055, -0.426, -0.451, -0.478, -0.154, -0.004, -0.697, 0.031, 0.798, -0.114, -0.690, -0.425, -0.620, -0.685, 1.087, -0.800, -0.536, -0.632, -0.479, -0.875, 0.334, 0.395, 0.217, 0.392, 0.365, 0.333, 0.386, 0.332, 0.370, 0.298, 0.406, 0.375, 0.328, 0.405, 0.471, 0.253, -1.503, 0.059, -0.443, -0.406, 0.701, 0.346, -0.683, -0.050, -0.424, -0.447, -0.622, -0.202, 0.476, 0.496, 0.386, 0.379, 0.528, -0.488, -0.564, 0.212],
  "multiplicity": 1,
  "lumo_energy_ha": 0.142,
  "e_homo_ev": -1.62,
  "gap_ev": 5.482,
  "charge": -2
}

***

Number 1: electronic energy -173091.62608 eV. Number 2: electronic energy -175637.21427 eV.